{
  "formula": "C3H3ClN2O2",
  "method": "ωB97M-V with the def2-TZVPD basis set",
  "total_energy_ev": -22750.4774,
  "e_homo_ev": -9.04,
  "species": ["H", "N", "C", "C", "Cl", "C", "O", "N", "O", "H", "H"],
  "positions_angstrom": [[-0.988396, -0.158096, -2.711380], [-0.618702, 0.604124, -1.762731], [-0.467964, 0.126238, -0.506030], [0.216649, -0.769340, 0.215601], [0.097892, -2.431511, 0.102576], [0.941312, -0.067086, 1.081290], [0.697787, 1.242133, 1.083366], [-0.533845, 1.418110, 0.374598], [-0.413569, 2.472494, -0.389545], [1.527247, -0.414812, 1.854374], [-0.548912, 2.297073, -1.465598]],
  "forces_ev_per_a": [[1.99, 2.59, 4.19], [-2.59, -5.44, -1.14], [-2.29, 7.32, -6.44], [0.78, -2.20, 1.76], [0.25, -1.38, -0.30], [-1.07, 1.19, 0.23], [1.28, -0.05, 0.96], [0.06, -3.13, -1.89], [-0.47, 3.15, -2.01], [1.50, -0.69, 1.34], [0.57, -1.35, 3.30]],
  "nbo_charge": [0.392, -0.758, 0.344, -0.294, 0.075, 0.236, -0.317, 0.158, -0.565, 0.208, 0.522]
}